[1]
Below is a 2-piece molecular cluster, ClF2NS overall, with properties calculated with ωB97M-V with the def2-TZVPD basis set.

The geometry in ORCA input format:
```
! RIJCOSX wB97M-V def2-TZVPD def2/J DEFGRID3
* xyz 0 1
N 2.03486 -0.15094 -1.70502
F -2.83442 -0.21310 0.68486
F -1.17799 0.32303 -1.01962
S -1.27701 -0.27156 0.54509
Cl 2.10256 -0.27631 -0.12329
*
```

Values from the calculation:
HOMO-LUMO gap (alpha / beta): 8.5 / 8.5 eV
highest occupied orbital energy (alpha / beta): -9.80 / -9.79 eV
calculated total energy: -1112.6734 hartree
ΔE to the lowest compared entry with this formula, charge and spin: 209.8 kJ/mol

In elementary charge units, the Löwdin charges are: -0.4687, -0.4432, -0.4711, 0.8675, 0.5154

[2]
Below is a 2-piece molecular cluster, C16H32N3O3 overall, with properties calculated with ωB97M-V with the def2-TZVPD basis set.

The geometry in ORCA input format:
```
! RIJCOSX wB97M-V def2-TZVPD def2/J DEFGRID3
* xyz 1 1
C 4.17615 -0.51972 4.16635
C 3.69170 -1.03084 2.83501
O 4.43576 -1.74254 2.17076
N 2.37512 -0.77324 2.31008
C 1.67240 -2.05765 2.21725
C 1.56848 0.27031 2.92202
C 2.29045 1.64342 3.03392
N 3.10437 1.89219 1.85272
C 0.35021 0.54681 2.00553
C -0.89112 0.48695 2.90921
O -0.40153 0.38173 4.24646
C 0.86122 -0.12647 4.22569
O 1.27649 -0.82552 5.11123
H 5.11719 -0.00884 3.98874
H 3.52138 0.15171 4.69134
H 4.39133 -1.35735 4.81479
H 1.47188 -2.50979 3.18672
H 0.73087 -1.96176 1.68996
H 2.27884 -2.75588 1.65799
H 2.95394 1.65933 3.88717
H 1.53957 2.40861 3.19749
H 3.93933 2.38971 2.10798
H 2.61045 2.44806 1.17327
H 0.23546 -0.14224 1.17931
H 0.32759 1.54356 1.58153
H -1.45507 1.41404 2.89116
H -1.58462 -0.31074 2.65998
C -3.70825 0.33980 -0.86007
C -2.17708 0.32235 -0.85565
C -1.53903 0.85187 -2.13877
N -1.08568 -0.20215 -3.11881
C 0.13620 -0.88603 -2.60549
C -2.16134 -1.19566 -3.45994
C -3.06797 -0.44246 -4.41130
C -2.08834 0.36908 -5.27527
C -0.79456 0.46799 -4.45052
H -4.13676 -0.38199 -1.55611
H -4.09087 0.09918 0.13012
H -4.08342 1.32804 -1.12760
H -1.81361 -0.67716 -0.60878
H -1.84332 0.97071 -0.04450
H -0.63689 1.41807 -1.91184
H -2.21958 1.51667 -2.66803
H -0.09952 -1.39181 -1.67392
H 0.91208 -0.14220 -2.44540
H 0.46308 -1.61121 -3.34447
H -1.66863 -2.02767 -3.96148
H -2.63382 -1.56097 -2.55308
H -3.73811 0.21864 -3.86200
H -3.68815 -1.11483 -4.99787
H -2.48886 1.34937 -5.52126
H -1.88404 -0.13602 -6.21641
H -0.46972 1.48648 -4.25883
H 0.01840 -0.08191 -4.91629
*
```

Values from the calculation:
HOMO-LUMO gap: 8.6 eV
highest occupied orbital energy: -11.21 eV
calculated total energy: -1018.5868 hartree

Atom charges from the Löwdin analysis, given in e for atoms 1 to 6: 0.0142, -0.4267, 0.0735, -0.0333, -0.0344, -0.3344